This record from the Open Molecules 2025 dataset describes a single C2H3NO3 molecule in a non-equilibrium geometry. The level of theory is wB97M-V/def2-TZVPD.

Each line ends with the Löwdin charge.
Cartesian coordinates (Å):
O: 1.607633 0.762765 -0.014851  0.060
O: -1.439296 -0.576128 0.182727  0.061
O: -0.472979 0.081690 2.193088  0.166
N: 0.322005 0.416106 0.087681  -0.099
C: -0.532760 -0.038137 1.033242  -0.609
C: -0.576005 -0.202593 -1.013724  0.070
H: -0.212972 -1.156558 -1.297003  0.118
H: -0.856241 0.576410 -1.640179  0.108
H: 2.160617 0.136445 0.469020  0.124

Cartesian forces, eV/Å:
1.1197 0.6980 0.3787
-0.4275 0.8028 -1.6600
-0.6066 -0.5393 2.5810
-2.2067 -1.0171 -3.4970
1.2665 0.8384 -0.4045
1.8425 -0.6732 5.2801
0.3471 -0.4751 -1.3347
-1.2495 0.7122 -1.3837
-0.0855 -0.3467 0.0401

Output
HOMO energy: -9.85 eV
Structure (SMILES): O=C1OCN1O


This record from the Open Molecules 2025 dataset describes 10 unconnected molecules or ions with the total composition C14H48O17 in a non-equilibrium geometry. The level of theory is wB97M-V/def2-TZVPD.

Each line ends with the Löwdin charge.
Cartesian coordinates (Å):
O: 2.985598 1.418885 1.043809  -0.043
O: -4.231464 1.148229 0.349566  -0.111
O: 2.998293 -2.692275 -1.590389  -0.054
O: 0.264399 -2.131938 -1.707030  -0.103
O: -0.246170 4.679586 0.036521  -0.091
O: 1.076143 3.929905 -3.225634  -0.051
O: -4.230314 -1.637077 -0.671576  -0.098
O: -1.737983 -3.544460 -0.226854  -0.089
O: -3.578677 -0.430954 2.722576  -0.083
O: -2.340838 3.720259 1.476221  -0.050
O: 1.237665 0.696419 -2.540068  -0.064
O: -1.470141 -3.651722 -3.195901  -0.046
O: -1.632761 0.995213 1.568790  -0.105
O: 3.497233 -2.145836 1.194290  -0.108
O: 1.205964 -0.791219 1.745397  -0.084
O: 5.425641 -0.443590 0.695148  -0.057
O: 4.242184 0.039900 -1.836963  -0.097
C: 1.788675 -1.575183 2.776388  -0.232
C: -5.123294 1.100557 1.491269  -0.225
C: -2.613178 -2.830299 0.668985  -0.204
C: 2.493753 -2.696413 2.062511  -0.201
C: 0.927090 4.570010 -1.987289  -0.266
C: -1.424758 3.317743 2.432746  -0.252
C: 4.652429 -1.196032 -2.503049  -0.198
C: -0.399711 -0.835942 -1.593919  -0.138
C: -4.479804 0.663649 2.780853  -0.253
C: 0.621870 0.243370 -1.318711  -0.206
C: -4.060507 -2.800867 0.188936  -0.177
C: -0.729554 2.030611 1.984651  -0.193
C: -0.404965 4.326837 -1.347042  -0.208
C: 3.500812 -2.160575 -2.780822  -0.244
H: -2.398072 1.513265 1.212220  0.069
H: 0.553034 4.224896 0.351393  0.087
H: 3.990889 -2.911245 -3.374395  0.109
H: 5.071839 -0.998684 -3.498163  0.122
H: 1.744202 -3.261348 1.505847  0.126
H: -1.134947 4.964903 -1.779172  0.120
H: -1.982108 -3.594205 -2.381550  0.026
H: -3.924073 0.205682 0.145693  0.084
H: 4.784185 0.008674 -1.014927  0.040
H: -5.574839 2.101218 1.571915  0.126
H: -0.034676 -2.653087 -2.443922  0.046
H: 5.280368 -1.757839 -1.818733  0.114
H: -1.555221 -4.527995 -3.606295  0.069
H: 1.715317 0.016440 1.663750  0.025
H: 2.077156 -2.534031 -1.504020  0.028
H: -5.936449 0.418569 1.255566  0.106
H: -4.306999 -3.695410 -0.384395  0.123
H: 3.016970 -3.342606 2.806738  0.129
H: 2.742083 -1.654149 -3.426461  0.137
H: -2.002160 3.096453 3.302091  0.105
H: -0.977166 -3.013736 -0.529649  0.042
H: 0.004651 1.558443 2.614757  0.114
H: -4.949481 -1.759695 -1.301133  0.092
H: -2.779412 0.052523 2.446832  0.028
H: 1.675178 4.193968 -1.275061  0.116
H: -3.788807 1.510297 3.141330  0.126
H: -1.901371 4.223816 0.789400  0.056
H: 2.187488 0.716185 -2.362246  0.054
H: 2.773893 1.409591 0.116914  0.012
H: -0.833232 -0.621107 -2.563793  0.139
H: 3.890766 1.020218 1.054988  0.047
H: -4.733237 -2.592009 0.985691  0.101
H: -1.048408 -0.883128 -0.738876  0.099
H: -5.300678 0.501338 3.525778  0.130
H: 1.089647 2.957712 -3.106184  0.075
H: 4.939936 -1.310442 0.840126  0.050
H: -2.650415 -3.430682 1.565919  0.114
H: 2.504152 -0.989414 3.364685  0.123
H: 6.342743 -0.576037 0.846948  0.044
H: -0.213517 2.364127 1.054920  0.093
H: 0.165695 1.082472 -0.855778  0.091
H: -0.734890 3.309121 -1.530450  0.119
H: 1.026073 -1.912324 3.521681  0.131
H: 3.269123 -2.348224 0.259797  0.068
H: 1.339695 -0.243053 -0.655130  0.106
H: -2.175719 -1.856656 0.919801  0.110
H: 1.174243 5.630328 -2.029030  0.132
H: -0.637082 4.070080 2.621173  0.130

Cartesian forces, eV/Å:
1.0340 -0.3727 0.5941
0.5022 -1.3553 0.5591
1.3833 -0.5877 0.4321
0.6726 0.9163 1.2773
-0.2231 -0.1979 -0.2670
0.0353 -0.1778 -0.4604
0.4123 -0.0900 -0.3441
-0.3663 0.2290 -0.4507
-0.9097 -0.0007 -0.4356
-1.1997 -0.0024 -0.2316
0.1769 -0.0426 0.4705
0.3244 -0.0183 -0.7616
-0.6204 1.3251 0.1907
-0.5051 -0.6080 -0.5810
-0.7660 -0.0712 0.5823
-1.5801 -0.4554 -0.3886
0.7217 -1.1516 -0.0825
-0.1933 0.3541 0.0893
0.0187 -0.3248 -1.4007
0.2206 -0.7691 -0.1599
0.8243 -0.4564 0.9449
0.9316 -0.7770 0.2644
1.0583 -0.8225 0.2308
-1.5145 0.3637 0.1173
1.2304 -0.3776 -0.7546
1.0852 1.7019 1.5987
0.5483 -1.1335 -0.8408
0.8259 1.5910 -1.3901
0.3091 0.1355 -1.9715
0.7773 0.3220 0.4528
0.1271 1.6530 -0.4500
0.2310 -0.5877 -0.2842
-0.3467 0.2068 -0.0414
-0.0840 -0.8499 -0.3539
0.4766 0.2370 0.4701
0.2166 -0.1332 -0.1006
-0.8359 0.6825 -0.1272
-0.1803 -0.5157 0.2661
-0.9001 1.4932 0.3394
-0.5523 0.3691 -0.3130
0.3417 -0.2687 0.1856
-0.7138 -0.2702 -0.8904
0.7084 0.1508 -0.1910
-0.1533 0.4815 0.5803
0.3671 0.4130 -0.1916
-1.8774 0.4206 -0.1744
-0.2393 -0.2538 -0.1292
0.0499 -0.1825 0.3129
-0.4553 0.1583 -0.5604
0.2084 -0.4362 0.6747
-0.2690 0.1722 1.0189
-0.2815 -0.0236 0.3265
0.1424 0.2100 0.6331
0.0789 -0.0788 0.1965
0.5448 -0.7563 -0.0282
0.2039 -0.2434 0.0339
-1.4860 -0.5909 -0.1692
0.4958 0.1166 -0.1390
0.1989 -0.1310 -0.2461
-0.2208 0.0167 -0.7320
-0.7581 0.0544 0.1291
-0.7844 0.2418 0.1702
-0.4024 -0.5342 1.0675
-0.7728 0.1021 0.0537
0.8110 -0.0124 -0.4220
-0.0586 0.5776 0.0820
0.4377 1.0778 0.3337
0.1673 -0.0514 0.5916
0.0894 0.0383 -0.1681
1.1774 -0.2445 0.2315
0.1865 -0.3968 0.3994
-0.5808 0.6880 0.7222
0.0027 -0.4416 0.3498
0.3506 -0.0381 -0.8106
0.0948 0.1016 0.4122
0.2452 0.3905 0.1202
-0.5368 -0.0478 -0.0711
-0.2852 0.0588 -0.5833
-0.3935 -0.1696 0.1922

Output
HOMO energy: -9.53 eV
Structure (SMILES): OCCO.OCCO.OCCO.OCCO.OCCO.OCCO.OCCO.O.O.O


Sequential ΔE to the lowest compared entry with this formula, charge and spin output: 4.005; 1.902 eV
Sequential LUMO output: 0.549; 0.430 eV
Sequential gap between HOMO and LUMO output: 10.39; 9.96 eV